Density functional theory data (ωB97M-V/def2-TZVPD) for H3O5 as an isolated structure in a non-equilibrium geometry.

The geometry in XYZ format:
```
8
Properties=species:S:1:pos:R:3:forces:R:3
H 2.47671 -0.37840 0.93491 -0.53 0.34 0.12
H -3.10688 0.07091 -0.64584 0.43 0.55 -0.59
O 1.89830 -0.32144 0.14264 1.79 -1.16 -0.42
O -0.45118 0.54524 0.42015 1.04 1.85 1.31
H 2.51349 -0.06721 -0.59022 -0.60 -0.22 0.38
O -2.57172 -0.22627 0.10832 -1.35 -0.12 1.72
O 0.60023 0.86010 -0.10143 -2.23 0.19 -0.38
O -1.35895 -0.48293 -0.26851 1.45 -1.44 -2.14
```
Forces are in eV/Å.

The calculation puts the HOMO energy (alpha / beta) at -16.640 / -16.640 eV. The value obtained for the lowest unoccupied orbital energy (alpha / beta) is -8.1 / -8.1 eV. Its electronic energy is -377.30213 a.u. For the frontier orbital gap (alpha / beta), the calculation gives 8.57 / 8.57 eV. Its spin multiplicity is 1. The calculation puts the energy relative to the best compared isomer or geometry (same formula, charge and spin) at 8.5 kJ/mol. Its total charge is +1.